Entry 1:
Computed, not measured: a structure of composition CBrClNO5S at a distorted geometry, with ωB97M-V with the def2-TZVPD basis set.

orbital gap: 8.4 eV
LUMO level: 2.39 eV
HOMO: -6.043 eV
DFT total energy: -3901.3906 Eh
energy above the lowest of the compared OMol25 structures with the same formula, charge and spin: 94.84 kJ/mol

Structure (ORCA input):
```
! RIJCOSX wB97M-V def2-TZVPD def2/J DEFGRID3
* xyz -1 1
C 0.716 0.057 0.461
N 0.123 -1.208 0.211
O -0.980 -1.501 0.614
O -1.512 1.153 0.225
O 0.582 -1.892 -0.674
O 0.436 2.411 -0.341
O -0.301 0.518 -1.717
S -0.284 1.217 -0.504
Cl 0.535 0.412 2.511
Br 2.417 0.172 -0.181
*
```

Atom charges from the Löwdin analysis, given in e for atoms 1 to 8:
1. C -1.0517
2. N -0.5170
3. O 0.0587
4. O -0.3325
5. O 0.0015
6. O -0.3389
7. O -0.2886
8. S 0.2052

---

Entry 2:
Computed, not measured: a structure of composition C37H22ClFeN9O4S2, with ωB97M-V with the def2-TZVPD basis set.

orbital gap (alpha / beta): 5.2 / 5.2 eV
LUMO level (alpha / beta): -1.70 / -1.73 eV
HOMO (alpha / beta): -6.920 / -6.920 eV
DFT total energy: -4737.3476 Eh
energy above the lowest of the compared OMol25 structures with the same formula, charge and spin: 0.00 kJ/mol

Structure (ORCA input):
```
! RIJCOSX wB97M-V def2-TZVPD def2/J DEFGRID3
* xyz 0 5
Fe -0.091 -0.116 0.144
Cl -4.714 2.983 4.637
C -3.515 2.015 3.839
C -2.333 1.678 4.517
C -1.387 0.898 3.909
C -1.531 0.431 2.578
O -0.610 -0.335 2.073
C -2.730 0.809 1.899
C -3.054 0.331 0.585
N -2.181 -0.075 -0.269
C -2.542 -0.753 -1.442
C -3.620 -0.473 -2.241
C -3.887 -1.254 -3.385
C -3.083 -2.305 -3.723
C -1.945 -2.605 -2.937
C -1.058 -3.667 -3.228
C 0.031 -3.876 -2.432
C 0.256 -3.002 -1.350
N -0.548 -2.016 -1.042
C -1.659 -1.815 -1.807
C -3.716 1.568 2.566
H -2.183 2.033 5.528
H -0.482 0.622 4.434
H -4.118 0.268 0.337
H -4.273 0.355 -1.996
H -4.749 -1.012 -3.993
H -3.297 -2.915 -4.591
H -1.257 -4.301 -4.083
H 0.729 -4.679 -2.621
H 1.139 -3.117 -0.729
H -4.637 1.810 2.049
S 6.896 1.010 -2.806
N 5.451 1.214 -3.491
C 4.551 0.835 -2.599
C 3.113 0.870 -2.783
C 2.497 1.323 -3.950
C 1.122 1.319 -4.023
C 0.395 0.867 -2.924
N 0.969 0.438 -1.810
C 2.309 0.428 -1.729
C 2.902 -0.065 -0.481
N 2.053 -0.469 0.476
C 2.535 -0.909 1.630
C 3.903 -0.974 1.892
C 4.787 -0.564 0.918
C 4.286 -0.101 -0.299
C 5.122 0.362 -1.388
N 6.444 0.389 -1.389
H 3.111 1.672 -4.770
H 0.604 1.662 -4.906
H -0.689 0.853 -2.941
H 1.795 -1.193 2.369
H 4.248 -1.328 2.852
H 5.856 -0.585 1.077
O 4.502 6.287 3.728
S 4.128 7.664 3.477
O 3.658 8.394 4.635
O 5.019 8.389 2.594
C 2.611 7.523 2.460
N 2.034 8.651 2.036
C 0.960 8.515 1.280
C 0.436 7.278 0.915
C 1.103 6.174 1.416
N 2.176 6.304 2.191
C 0.728 4.765 1.122
C -0.212 4.401 0.163
C -0.425 3.060 -0.094
N 0.217 2.084 0.549
C 1.083 2.435 1.507
C 1.376 3.745 1.817
H 0.486 9.430 0.940
H -0.440 7.211 0.286
H -0.756 5.142 -0.404
H -1.134 2.746 -0.854
H 1.561 1.622 2.038
H 2.109 4.006 2.569
*
```

Atom charges from the Löwdin analysis, given in e for atoms 1 to 8:
1. Fe 0.7654
2. Cl 0.6604
3. C -0.6756
4. C -0.0817
5. C -0.0023
6. C -0.3580
7. O -0.1574
8. C -0.1393

---

Entry 3:
Computed, not measured: a structure of composition C12H17BN6O2Sr at a distorted geometry, with ωB97M-V with the def2-TZVPD basis set.

orbital gap (alpha / beta): 3.9 / 4.4 eV
LUMO level (alpha / beta): -11.12 / -10.66 eV
HOMO (alpha / beta): -15.014 / -15.024 eV
DFT total energy: -1001.4870 Eh

Structure (ORCA input):
```
! RIJCOSX wB97M-V def2-TZVPD def2/J DEFGRID3
* xyz 2 1
C 2.847 -0.168 0.144
N 1.578 -0.190 -0.316
N 1.653 -0.198 -1.701
C 2.947 -0.259 -2.085
C 3.744 -0.231 -0.937
B 0.359 -0.096 -2.562
N -0.624 -1.233 -2.161
N -1.065 -1.421 -0.861
C -1.979 -2.419 -0.907
C -2.080 -2.915 -2.223
C -1.198 -2.140 -2.981
Sr -0.089 -0.744 1.601
N -0.331 1.274 -2.234
N -0.757 1.511 -0.965
C -1.291 2.730 -0.923
C -1.231 3.303 -2.208
C -0.614 2.342 -3.014
H -1.686 3.151 -0.012
H -0.360 2.327 -4.065
H -1.583 4.264 -2.501
H 0.625 -0.144 -3.721
H -0.943 -2.169 -4.028
H 3.213 -0.326 -3.131
H -2.696 -3.714 -2.578
H 4.816 -0.256 -0.894
H -2.522 -2.743 -0.032
H 3.068 -0.082 1.202
H -2.590 -0.976 1.871
C -2.274 -1.751 2.592
H -3.031 -2.549 2.542
H -1.327 -2.281 2.361
H -2.235 -1.325 3.602
C 1.337 1.676 4.963
C 0.804 0.961 3.758
O 1.318 1.137 2.599
O -0.168 0.141 3.967
H 2.123 2.387 4.706
H 1.728 0.935 5.668
H 0.515 2.190 5.466
*
```

Atom charges from the Löwdin analysis, given in e for atoms 1 to 8:
1. C -0.0349
2. N 0.0249
3. N 0.0430
4. C 0.0789
5. C 0.1323
6. B -0.4538
7. N -0.0539
8. N -0.0615